22
Properties=species:S:1:pos:R:3:forces:R:3:mulliken_charge:R:1 method="wB97M-V/def2-TZVPD" homo_energy_ev=-8.7 smiles="N/C=C/N.CNCN"
H -0.40835 0.53199 1.81300 -0.5 -0.2 -0.1 0.217
N 1.43237 -1.44733 -1.17985 0.5 0.6 0.3 -0.364
C 0.47928 -0.43514 -0.73400 -0.4 -0.3 -0.3 -0.868
H 0.21869 -1.92910 -2.87050 0.1 0.1 0.1 0.339
H -0.33495 -0.85405 -0.13908 0.1 -0.2 0.0 0.203
H -0.86426 3.53505 1.53946 -0.4 -0.1 0.5 0.315
H 1.69575 -2.86104 -2.71193 0.2 0.2 0.2 0.408
H -0.14348 1.37248 4.01915 0.1 -0.1 0.1 0.254
H -0.00854 0.05398 -1.58229 0.0 0.2 0.0 0.324
H -1.71748 1.68626 3.84837 -0.2 0.0 0.0 0.237
H -0.65412 -3.07290 -1.02740 -0.2 -0.1 0.0 0.235
H 0.05249 2.42417 -0.65224 0.3 -0.1 0.0 0.218
N -0.80689 1.89583 3.46851 0.1 -0.2 0.0 -0.574
H -1.42257 3.06654 -0.71025 -0.3 0.4 0.2 0.238
C -0.73460 1.52958 2.08636 0.7 0.6 -0.1 -0.098
N -0.85903 2.39226 -0.22991 0.3 -1.0 0.0 -0.447
C -0.83317 2.50583 1.18936 -0.2 0.8 -0.4 -0.334
H 2.22927 -0.94719 -1.56241 0.0 -0.3 -0.1 0.232
C 0.89985 -2.39188 -2.13351 -0.6 -0.4 -0.3 -0.449
N 0.13441 -3.47179 -1.52130 0.1 0.2 0.1 -0.631
H 0.70688 -3.90409 -0.80534 0.1 -0.1 0.0 0.263
H 0.93844 0.32053 -0.10421 0.3 0.0 -0.1 0.284

---

26
Properties=species:S:1:pos:R:3:forces:R:3:mulliken_charge:R:1 method="wB97M-V/def2-TZVPD" homo_energy_ev=-16.0 charge=+2
H -1.10345 -1.82951 3.49918 -0.2 -0.6 -0.2 0.383
N 0.27177 -0.26336 -0.29612 -0.5 -2.6 0.6 0.441
H -1.29892 -3.20243 2.61642 -0.8 0.1 -0.5 0.381
N 2.89317 -2.33854 -1.71996 1.9 -1.7 -0.8 0.142
N 1.61692 2.16207 -2.09847 3.2 0.0 -4.3 -0.281
H 2.14821 2.97915 -1.73770 -0.6 -0.7 0.5 0.413
N -1.29991 -2.18048 2.54041 -0.2 1.6 2.1 -0.186
H 2.35211 1.25660 -2.11669 -1.3 1.1 0.7 0.337
H 0.24014 -0.75447 2.24200 -0.6 -0.8 -0.3 0.379
C -0.25320 -1.60919 1.70712 1.7 1.4 -1.6 -0.604
N 1.10266 -1.15227 -0.81048 1.7 -1.4 -0.9 -0.378
H 1.59234 1.43579 0.35280 -2.1 -1.4 -0.8 0.380
H 1.53371 2.46073 -3.13345 -0.4 -0.8 1.8 0.403
H -1.23395 -1.79509 -0.23608 -0.3 -1.1 -1.2 0.372
O 2.93192 0.05489 -1.49285 1.0 1.8 -0.2 -0.790
N 2.25440 -0.96031 -1.32661 -2.6 0.0 1.2 0.758
H 0.54095 -2.34520 1.48650 -0.6 0.3 0.1 0.356
C -0.86565 -1.04246 0.38880 3.7 1.3 0.7 -0.994
H -1.60726 -0.32242 0.53789 -1.4 1.1 0.6 0.608
H -2.15090 -1.63526 2.29176 -0.2 -1.6 0.2 0.382
H -0.06958 2.72113 -1.22455 -1.4 3.1 0.6 0.490
O 3.98088 -2.22083 -2.10621 -2.3 0.5 0.8 -0.177
C 0.53617 1.10490 -0.12148 3.1 3.0 1.0 -0.705
H -0.13861 1.60315 0.56110 -0.6 -0.5 0.2 0.482
C 0.39607 1.85400 -1.44909 -1.6 -2.2 1.3 -0.910
H -0.42809 1.25283 -1.89027 1.3 0.4 -1.3 0.317

---

26
Properties=species:S:1:pos:R:3:forces:R:3:mulliken_charge:R:1 method="wB97M-V/def2-TZVPD" homo_energy_ev=-11.8 smiles="C/N=[NH+]/[C@H]1NN(C)P(N(C)N)S1" charge=+1
C 1.16476 -1.00097 0.91993 -3.1 -3.5 -0.2 -0.399
S 0.00833 -1.96671 -0.35852 1.3 0.0 0.6 -0.236
H -0.52270 2.70119 -0.75819 0.5 -1.9 1.5 0.287
H 4.70028 -0.19948 -0.46398 -0.7 0.1 -0.5 0.362
N -2.40300 -0.29307 -0.35265 0.6 -0.3 -0.6 0.350
H -2.82010 -1.12523 1.51257 -0.5 -0.6 -0.4 0.178
N 0.06583 0.73039 0.01620 0.3 -1.1 -0.4 0.352
H -2.45575 0.46400 1.41647 -0.8 1.8 1.1 0.232
H 0.73178 2.67283 0.50828 -0.6 -1.1 -0.4 0.313
C -0.17420 2.06890 0.17596 -0.2 5.9 -0.4 -0.905
H 3.78073 1.07474 -1.45622 0.7 -0.2 -0.1 0.336
N 0.52642 0.18756 1.20400 0.8 0.5 1.1 -0.452
N 2.58473 -0.22232 -0.74374 -1.1 -3.2 2.4 0.018
N -2.32990 -0.40849 1.01637 0.7 -0.8 0.6 -0.581
H 4.02817 -0.55523 -2.16585 -0.4 0.8 1.3 0.325
H 1.25262 -1.71648 1.76656 -0.1 0.9 -0.4 0.559
H -3.94644 -1.65736 -0.79911 0.2 -0.1 -0.5 0.303
C 3.86203 0.01112 -1.17630 2.5 0.5 -1.5 -0.803
H -3.70556 -0.32879 -2.04396 0.4 -0.2 -0.6 0.322
H -4.35643 0.00601 -0.44915 -0.1 -0.4 -0.7 0.331
P -0.90398 -0.17930 -1.05073 0.0 -0.6 -1.4 -0.140
H 3.16171 -1.16613 1.04201 0.5 0.2 -1.6 0.430
C -3.64050 -0.63108 -1.01945 -1.3 1.0 2.3 -0.883
N 2.45443 -0.92336 0.29960 0.3 2.7 -0.1 0.080
H -0.17160 0.15810 1.97141 0.5 -0.5 -0.8 0.328
H -0.89167 2.29915 0.98851 -0.2 -0.1 -0.3 0.293

---

20
Properties=species:S:1:pos:R:3:forces:R:3:mulliken_charge:R:1 method="wB97M-V/def2-TZVPD" homo_energy_ev=-15.5 charge=+1
H -1.40761 1.72406 0.57917 1.1 -0.8 -1.3 0.335
H 0.36406 1.36071 1.89331 1.3 -0.1 -0.9 0.311
N -0.04351 -0.85850 -0.00438 0.7 -1.7 1.1 -0.351
C 1.21297 1.16721 1.13796 -0.9 0.1 1.3 -0.419
H -0.20308 -0.92944 1.03252 0.0 0.0 -1.0 0.435
H -1.39139 1.00357 -1.12690 0.1 0.9 0.2 0.345
H -0.95526 -1.20616 -0.44811 1.1 1.2 0.0 0.288
H -2.93773 -1.31745 -2.43508 -0.3 0.6 -0.1 0.313
H 1.06448 0.83509 -0.93646 2.1 -0.6 -3.0 0.351
H 1.75706 2.21977 1.00020 -1.2 -2.5 -0.2 0.353
H 0.63464 -1.70112 -0.18617 -1.0 2.4 0.1 0.413
H 2.83384 0.50671 2.42101 2.0 1.1 0.4 0.407
C 0.44195 0.66539 -0.16424 -1.2 0.2 4.0 0.047
H 1.78341 -0.60435 2.38794 -2.0 -1.9 1.0 0.414
C -0.76660 1.51123 -0.36032 -2.0 0.3 0.6 -1.314
H -0.43144 2.51195 -0.66012 -0.2 -0.3 -0.3 0.397
H -2.56130 -2.70777 -2.47454 -0.5 -4.0 -2.2 0.285
C 2.17779 0.08439 1.73481 -0.2 0.7 -4.1 -1.261
H 2.61302 -0.49023 0.82562 0.1 1.0 1.9 0.260
O -2.40685 -1.97064 -1.99137 1.1 3.5 2.5 -0.609

---

Calculated total energy readings, ordered: -379.76846; -638.97037; -1228.48331; -290.50385 a.u.
LUMO level readings, ordered: 0.96; -7.23; -5.75; -3.30 eV
Relative energy (zero: lowest compared OMol25 entry of this formula, charge and spin) readings, ordered: 41.0; 0.0; 55.2; 44.8 kcal per mole